1.
{
  "formula": "C3H8N2",
  "method": "wB97M-V/def2-TZVPD",
  "elements": ["C", "C", "N", "C", "N", "H", "H", "H", "H", "H", "H", "H", "H"],
  "coordinates": [[-0.64130, -0.58523, -0.08670], [0.20735, 0.68282, 0.08627], [-2.07300, -0.35662, -0.10295], [1.69176, 0.44424, 0.10018], [2.33410, -0.62451, -0.00431], [-2.37327, 0.07729, 0.76383], [-2.32469, 0.26595, -0.86372], [1.77137, -1.46636, -0.11576], [-0.38002, -1.07492, -1.03018], [-0.43285, -1.28022, 0.73290], [-0.05869, 1.18253, 1.02442], [-0.00957, 1.38812, -0.72375], [2.28883, 1.34691, 0.21977]],
  "mulliken_charge": [-0.807, -0.260, -0.579, -0.050, -0.689, 0.241, 0.241, 0.276, 0.365, 0.365, 0.270, 0.271, 0.354],
  "smiles": "[H]/N=C\\CCN",
  "homo_energy_ev": -9.3,
  "relative_energy_ev": 1.5377
}

***

2.
{
  "formula": "C27H38N8PdSSb2",
  "method": "wB97M-V/def2-TZVPD",
  "elements": ["Pd", "C", "Sb", "C", "C", "C", "C", "C", "C", "C", "C", "C", "Sb", "C", "C", "H", "H", "H", "H", "H", "H", "H", "H", "H", "H", "H", "H", "H", "H", "H", "H", "H", "H", "H", "H", "N", "C", "N", "C", "N", "C", "C", "N", "C", "C", "N", "H", "H", "H", "H", "H", "C", "C", "C", "C", "N", "C", "S", "N", "C", "H", "H", "H", "H", "H", "H", "H", "H", "C", "C", "C", "N", "H", "H", "H", "H", "H"],
  "coordinates": [[0.24918, -0.81102, 0.36523], [1.02824, 3.26908, 0.86529], [0.45102, 2.57087, -1.04020], [2.04201, 1.75574, -2.17517], [-0.09863, 4.40002, -2.02734], [-1.06295, 5.16784, -1.17962], [-0.64079, 6.30964, -0.49754], [-1.52701, 7.03762, 0.27903], [-2.85077, 6.62714, 0.39150], [-3.27898, 5.49186, -0.27631], [-2.39728, 4.75695, -1.06785], [-2.87759, 3.54553, -1.80344], [-2.24241, 1.76155, -0.78600], [-2.90703, 2.09518, 1.18892], [-3.37313, 0.24127, -1.72919], [1.75282, 4.06480, 0.68583], [1.47578, 2.47814, 1.45953], [0.15349, 3.69524, 1.35301], [2.32729, 2.57415, -2.83618], [1.72813, 0.89222, -2.75410], [2.85188, 1.49326, -1.50070], [-0.46780, 4.14470, -3.02095], [0.85424, 4.92010, -2.14807], [0.38070, 6.65597, -0.60752], [-1.19199, 7.93672, 0.77825], [-3.55244, 7.20401, 0.97853], [-4.32180, 5.20066, -0.21773], [-2.51049, 3.47555, -2.82776], [-3.96647, 3.47608, -1.83680], [-3.90466, 2.52334, 1.07993], [-2.25925, 2.82021, 1.67601], [-2.95961, 1.16694, 1.75107], [-4.29658, 0.76374, -1.98385], [-3.57413, -0.57164, -1.03974], [-2.88134, -0.10748, -2.63353], [-1.19783, -0.26649, 4.29914], [-0.31750, 0.19129, 3.41500], [-0.54195, -0.42359, 2.25951], [-1.58790, -1.26256, 2.52693], [-2.01313, -1.18890, 3.75662], [-2.10797, -2.09703, 1.44767], [-3.17557, -2.97380, 1.59242], [-3.61646, -3.70107, 0.57481], [-2.99951, -3.55571, -0.59140], [-1.92869, -2.68540, -0.76162], [-1.47993, -1.95696, 0.26303], [-1.30028, -0.01931, 5.27734], [0.44290, 0.92196, 3.63664], [-3.67088, -3.08211, 2.55103], [-3.36211, -4.14485, -1.42545], [-1.42758, -2.57446, -1.71195], [2.93527, -5.98988, -3.28593], [2.30797, -5.30269, -2.12753], [2.05855, -5.87710, -0.89976], [1.48602, -5.10421, 0.10489], [1.16595, -3.80197, -0.09098], [1.41042, -3.26939, -1.25888], [1.05195, -1.59998, -1.65278], [1.96687, -3.99789, -2.26509], [1.18844, -5.66648, 1.44970], [2.84394, -7.06844, -3.18625], [4.00078, -5.74546, -3.32090], [2.48512, -5.67989, -4.22960], [2.30538, -6.91513, -0.73101], [2.13840, -3.55054, -3.15963], [1.48780, -6.70728, 1.53437], [0.11772, -5.58962, 1.64870], [1.70394, -5.08175, 2.21326], [5.23107, -0.86911, 2.34806], [4.68772, 0.10250, 1.28778], [3.25536, -0.07150, 1.05635], [2.13309, -0.21983, 0.86921], [6.31182, -0.75675, 2.39075], [5.00431, -1.90197, 2.09174], [4.82576, -0.64497, 3.33239], [5.18261, -0.03964, 0.32379], [4.84646, 1.14195, 1.58508]],
  "mulliken_charge": [0.888, -1.059, 0.682, -1.078, -1.398, 0.858, -0.898, -0.703, -0.724, -0.826, 0.828, -1.404, 0.620, -1.205, -1.171, 0.524, 0.214, 0.342, 0.586, 0.359, 0.289, 0.536, 0.757, 0.482, 0.466, 0.461, 0.497, 0.505, 0.783, 0.536, 0.346, 0.373, 0.542, 0.309, 0.432, 0.115, -0.445, 0.338, 0.084, -0.580, 0.150, -0.506, -0.424, -0.592, -0.887, 1.011, 0.215, 0.490, 0.532, 0.464, 0.683, -1.386, 0.618, -0.863, 0.880, -0.134, 0.190, -0.663, 0.099, -1.230, 0.403, 0.338, 0.427, 0.474, 0.300, 0.408, 0.277, 0.306, -1.247, -0.299, 0.169, -0.228, 0.376, 0.364, 0.362, 0.331, 0.336],
  "total_charge": 4,
  "homo_energy_ev": -18.4,
  "relative_energy_ev": 0.0000
}

***

3.
{
  "formula": "C3H12N2S",
  "method": "wB97M-V/def2-TZVPD",
  "elements": ["C", "C", "S", "H", "H", "H", "H", "H", "H", "N", "C", "N", "H", "H", "H", "H", "H", "H"],
  "coordinates": [[2.32010, 0.66741, -0.45680], [1.77296, 2.06196, -0.74131], [0.02866, 2.24261, -1.24193], [1.97552, 0.00605, -1.26684], [1.94093, 0.22999, 0.46698], [3.40786, 0.61275, -0.50620], [1.83566, 2.61136, 0.20383], [2.40951, 2.54728, -1.49905], [-0.16498, 2.92519, -0.12251], [-0.65797, -0.96085, 0.94660], [-1.76047, -1.93642, 1.00013], [-2.76529, -1.93397, -0.01875], [-0.48603, -0.78264, -0.03985], [-0.89872, -0.06875, 1.36388], [-1.28984, -2.93085, 1.08107], [-2.24067, -1.83311, 1.98886], [-2.93507, -0.98195, -0.32982], [-2.49215, -2.47607, -0.82827]],
  "mulliken_charge": [-0.985, -0.365, -0.238, 0.264, 0.277, 0.342, 0.268, 0.296, 0.130, -0.499, -0.395, -0.584, 0.185, 0.219, 0.280, 0.331, 0.230, 0.244],
  "smiles": "CCS.NCN",
  "homo_energy_ev": -8.9,
  "relative_energy_ev": 0.3170
}

***

4.
{
  "formula": "CH2BrNO4",
  "method": "wB97M-V/def2-TZVPD",
  "elements": ["C", "N", "O", "O", "O", "O", "Br", "H", "H"],
  "coordinates": [[2.26264, 2.04016, -1.20344], [-2.06330, -3.72245, 0.79258], [-1.21999, -3.63314, -0.32658], [-1.49139, -3.86179, 1.79931], [2.17139, 2.44635, -2.30357], [2.17014, 1.77242, -0.08109], [-0.29004, 4.46092, 0.65491], [-1.81264, -3.50772, -1.06971], [0.27317, 4.00527, 1.73759]],
  "mulliken_charge": [0.728, 0.245, -0.377, -0.272, -0.376, -0.343, -0.197, 0.404, 0.188],
  "smiles": "O=C=O.O=NO.Br",
  "homo_energy_ev": -10.6,
  "relative_energy_ev": 0.3571
}

***

5.
{
  "formula": "C4H13NO2",
  "method": "wB97M-V/def2-TZVPD",
  "elements": ["C", "O", "C", "C", "C", "N", "H", "H", "H", "H", "H", "H", "H", "H", "H", "H", "H", "H", "H", "O"],
  "coordinates": [[-0.84459, 1.07532, -0.72806], [-0.45233, 2.35144, -1.20149], [0.02302, 0.54906, 0.37142], [-0.39020, -0.87709, 0.74819], [0.21829, -1.63242, 2.00970], [0.00832, 1.41607, 1.57344], [-1.94163, 1.03086, -0.50335], [-0.79986, 0.33331, -1.64936], [-0.85547, 2.48768, -2.09594], [1.09464, 0.57810, 0.01980], [-1.46357, -0.76333, 0.93297], [-0.45157, -1.51222, -0.19027], [-0.50859, -2.30101, 2.40462], [0.69724, -0.94213, 2.80532], [1.08380, -2.10264, 1.50668], [-0.83915, 1.93743, 1.60750], [0.76541, 2.16180, 1.43064], [1.70733, -1.96679, -3.30456], [1.80342, -0.51849, -2.84834], [1.14549, -1.30495, -2.88888]],
  "mulliken_charge": [-0.681, -0.525, 0.409, -0.776, -1.049, -0.638, 0.288, 0.294, 0.338, 0.253, 0.294, 0.357, 0.344, 0.239, 0.275, 0.282, 0.289, 0.298, 0.325, -0.617],
  "smiles": "CC[C@H](N)CO.O",
  "homo_energy_ev": -9.3,
  "relative_energy_ev": 1.4324
}

***

6.
{
  "formula": "C11H19CrF3N3O17S2",
  "method": "wB97M-V/def2-TZVPD",
  "elements": ["Cr", "N", "S", "O", "O", "F", "S", "O", "O", "F", "N", "O", "O", "O", "N", "O", "O", "O", "C", "C", "O", "C", "O", "O", "F", "H", "H", "H", "O", "C", "O", "C", "C", "C", "H", "H", "H", "H", "H", "H", "H", "H", "O", "C", "O", "C", "C", "C", "H", "H", "H", "H", "H", "H", "H", "H"],
  "coordinates": [[-0.96727, -0.49418, 0.29229], [-1.96025, 0.48240, 1.81131], [-1.28013, 1.11962, 3.07039], [-1.95010, 0.75975, 4.29714], [-0.66893, 2.42665, 2.97400], [0.04850, 0.21525, 3.11106], [-3.52409, 0.89902, 2.09328], [-3.80307, 2.26399, 2.37869], [-4.25793, -0.11665, 2.76635], [-4.01762, 0.74827, 0.59926], [-0.33421, -1.39003, -2.89949], [-1.32535, -1.85764, -3.45989], [-0.36384, -1.20116, -1.62787], [0.70703, -1.10615, -3.51123], [-3.30716, -2.78850, -0.31931], [-4.06182, -3.39734, 0.45793], [-2.56377, -1.87019, 0.16272], [-3.27372, -3.05517, -1.52260], [1.24386, -5.36494, 0.37428], [1.54956, -4.64288, -0.94984], [1.25819, -3.30748, -0.61760], [0.56861, -3.26315, 0.54836], [0.21459, -2.26900, 1.10949], [0.39358, -4.49339, 1.04732], [0.58920, -5.04928, -1.84704], [2.21724, -5.46529, 0.87344], [0.88845, -6.36919, 0.16146], [2.53517, -4.76563, -1.39037], [0.95696, 0.33579, 0.49998], [1.98102, 0.97692, 0.42698], [3.13211, 0.43792, 0.13942], [3.26378, -0.99272, 0.02033], [4.67839, -1.48254, 0.09448], [2.02870, 2.46846, 0.65936], [2.71661, -1.30675, -0.86611], [2.75410, -1.39796, 0.89734], [5.34751, -1.09225, -0.67656], [4.73029, -2.53462, -0.20553], [5.06923, -1.43831, 1.10870], [1.09470, 2.95365, 0.40084], [2.86498, 2.86080, 0.08056], [2.26717, 2.63088, 1.71071], [-1.03638, 1.53818, -0.85619], [-0.76228, 2.49230, -1.54083], [-1.28313, 3.69334, -1.31772], [-1.80168, 3.96277, 0.00291], [-2.26554, 5.38092, 0.15047], [0.05179, 2.40343, -2.81124], [-1.06470, 3.64267, 0.74003], [-2.65164, 3.28523, 0.11919], [-3.09733, 5.65655, -0.50050], [-1.44106, 6.07149, -0.03858], [-2.67694, 5.57267, 1.14154], [1.10790, 2.45001, -2.55968], [-0.24556, 3.25182, -3.42957], [-0.27376, 1.53164, -3.37386]],
  "mulliken_charge": [1.205, -0.009, 0.726, -0.609, -0.620, -0.286, 0.917, -0.586, -0.569, -0.269, 0.522, -0.577, -0.263, -0.640, 0.699, -0.632, -0.512, -0.561, -0.564, 0.237, -0.162, 0.413, -0.304, -0.294, -0.303, 0.306, 0.368, 0.293, 0.257, 0.799, -0.423, 0.350, -1.503, -0.868, 0.161, 0.099, 0.387, 0.361, 0.348, -0.045, 0.366, 0.342, 0.039, 0.700, -0.367, 0.783, -1.593, -0.925, -0.069, 0.005, 0.359, 0.357, 0.380, 0.164, 0.394, 0.217],
  "total_charge": -1,
  "multiplicity": 5,
  "homo_energy_ev": [-5.5, -5.5]
}